{"formula": "C12H46O17", "method": "ωB97M-V with the def2-TZVPD basis set", "elements": ["O", "H", "H", "O", "H", "H", "O", "H", "H", "O", "H", "H", "O", "H", "H", "C", "C", "O", "O", "H", "H", "H", "H", "H", "H", "C", "C", "O", "O", "H", "H", "H", "H", "H", "H", "C", "C", "O", "O", "H", "H", "H", "H", "H", "H", "C", "C", "O", "O", "H", "H", "H", "H", "H", "H", "C", "C", "O", "O", "H", "H", "H", "H", "H", "H", "C", "C", "O", "O", "H", "H", "H", "H", "H", "H"], "coordinates": [[-0.814935, 0.485256, 0.088518], [0.067058, 0.620511, 0.395019], [-1.255904, 1.261853, -0.283612], [2.454646, 0.631337, -1.755362], [1.645856, 1.097993, -1.870833], [2.117134, -0.168116, -1.309960], [1.490873, 0.848950, 1.311091], [1.735632, 0.885113, 2.220422], [1.771078, 1.612727, 0.849590], [-2.582599, 2.784964, -0.346038], [-2.713722, 2.934120, -1.288133], [-2.765795, 3.629283, 0.016522], [-1.899527, 0.355758, 2.535999], [-2.750982, -0.093451, 2.582212], [-1.566508, 0.329665, 1.621580], [-1.072416, -1.240766, -4.364376], [-1.053124, -0.392651, -3.099869], [-1.266695, -1.287541, -2.032691], [-1.033618, -0.318825, -5.404062], [-2.086325, -1.685442, -4.446122], [-0.361060, -2.042688, -4.482436], [-1.887526, 0.300100, -3.100197], [-0.163417, 0.188199, -2.871560], [-1.269672, -0.802162, -1.181561], [-1.246175, -0.786187, -6.187563], [0.371169, -1.960204, 3.744797], [0.614300, -2.166919, 2.230036], [0.695582, -3.549177, 2.051559], [0.276375, -0.617607, 3.985960], [1.169660, -2.447609, 4.273854], [-0.586713, -2.450868, 4.035115], [1.501172, -1.673694, 1.797472], [-0.161502, -1.691448, 1.607151], [0.410639, -3.733448, 1.129722], [-0.589016, -0.377392, 3.590850], [-2.175816, 4.278495, 2.240310], [-0.764132, 3.756502, 2.103609], [-0.747151, 2.728651, 3.025394], [-2.555920, 5.219515, 1.253630], [-2.233593, 4.636329, 3.248383], [-2.927026, 3.428812, 2.237974], [0.093829, 4.390631, 2.268716], [-0.700739, 3.232774, 1.158430], [-1.156754, 1.863984, 2.702674], [-1.889616, 5.888722, 1.220456], [1.802576, -2.380993, -2.150511], [3.334256, -2.377475, -2.121767], [3.704703, -3.304057, -3.125355], [1.320611, -1.718303, -1.026844], [1.387805, -3.369519, -2.099369], [1.421757, -1.998990, -3.081281], [3.793555, -2.588991, -1.185016], [3.811235, -1.479973, -2.357121], [3.164005, -3.103523, -3.943313], [0.447718, -2.045871, -0.781309], [-5.161664, -1.108458, -1.043101], [-4.131740, -0.039867, -0.642594], [-4.253828, 0.988662, -1.573875], [-5.162500, -2.172628, -0.048224], [-4.949935, -1.683518, -1.979420], [-6.178601, -0.664336, -1.091972], [-3.148043, -0.423957, -0.642223], [-4.331421, 0.377673, 0.372061], [-3.984532, 1.817158, -1.213703], [-5.680246, -2.952578, -0.314604], [4.864999, -0.198545, 0.664184], [5.246042, 0.698620, 1.791247], [6.607918, 1.131250, 1.653658], [3.586186, -0.743435, 0.787912], [5.482046, -1.051051, 0.529304], [4.906629, 0.312265, -0.322270], [5.154952, 0.183382, 2.777974], [4.652137, 1.563304, 1.909690], [7.202198, 0.446036, 1.921311], [2.954159, -0.016331, 0.833859]], "forces_ev_per_a": [[-2.154, -0.786, -0.760], [1.441, 0.525, 0.515], [0.367, 0.382, 0.282], [0.606, -0.334, 0.526], [-0.913, 0.922, -0.503], [0.245, -0.155, 0.056], [-0.816, -1.139, -0.770], [0.012, 0.239, 1.387], [0.714, 1.541, -0.402], [0.153, -1.432, -1.165], [0.390, 0.064, -0.244], [-0.139, 1.837, 1.086], [-0.259, -0.200, 0.453], [0.059, 0.118, -0.158], [-0.179, -0.392, -0.491], [-1.954, 0.694, 0.275], [-0.228, -0.825, 0.950], [-0.317, -0.768, 1.069], [0.954, 1.306, -0.313], [0.447, -0.295, 0.725], [0.664, -0.104, 0.431], [-0.253, 0.289, -0.588], [0.566, -0.020, -0.692], [0.212, -0.090, -0.708], [-0.243, -0.387, -1.326], [-0.749, -1.101, -1.856], [0.192, 0.535, 0.131], [-0.591, -1.076, -1.648], [-0.385, 1.780, 0.495], [0.457, 0.062, 0.454], [0.596, -0.145, -0.264], [0.240, -0.139, 0.894], [-0.571, -0.319, 0.437], [0.483, -0.147, 1.012], [0.629, 0.441, 0.361], [-0.407, -0.272, 0.137], [-1.360, -2.174, -0.972], [0.660, -2.264, 1.646], [-0.890, -0.559, -0.192], [-0.321, 0.786, 0.649], [1.059, 0.831, -0.434], [-0.104, 0.688, 0.062], [0.483, 0.700, -0.990], [0.443, 1.824, 0.642], [0.565, 0.766, -0.106], [0.655, -0.404, 0.893], [-1.186, -1.059, -1.201], [-0.251, -0.568, -1.570], [-0.434, 0.913, 1.239], [0.464, -1.024, -0.145], [-0.052, 0.796, -0.568], [-0.175, -1.099, 0.885], [0.033, 2.136, -0.563], [1.067, -0.274, 1.422], [0.065, 0.265, -0.435], [-0.599, -1.800, 0.278], [-1.491, 0.073, 0.734], [-0.534, -0.242, -1.724], [0.102, 0.389, 0.469], [0.157, 1.375, 0.203], [0.649, -0.022, -0.121], [1.032, -0.754, 0.019], [-0.164, -0.628, -0.396], [0.050, 0.397, 0.832], [0.291, 0.808, -0.196], [-0.845, 0.442, -1.845], [2.001, -1.359, 1.592], [-0.788, 1.041, -0.389], [-0.517, -0.280, 0.516], [1.162, -0.656, 0.396], [0.277, 0.276, 0.538], [-0.159, -0.037, -0.668], [-0.751, 1.152, -0.389], [0.323, -0.705, 0.234], [-0.188, -0.356, -0.132]], "e_lumo_ev": 0.0, "fmax_ev_per_a": 2.90, "orbital_gap_ha": 0.35102, "relative_energy_kcal_mol": 55.5, "smiles": "OCCO.OCCO.OCCO.OCCO.OCCO.OCCO.O.O.O.O.O"}